Entry from OMol25: a structure of composition C5H10O (ωB97M-V with the def2-TZVPD basis set).

The frontier orbital gap comes out at 8.235 eV. The energy above the lowest of the compared OMol25 structures with the same formula, charge and spin comes out at 601.36 kJ/mol. Its lowest unoccupied orbital energy is 0.840 eV. The HOMO energy is -0.2717 Eh.

Geometry (Å):
H (2.136, 1.144, 0.902)
C (1.549, 0.581, 0.166)
H (-0.290, 1.368, 0.995)
C (0.092, 1.095, 0.010)
H (1.881, -1.632, 0.275)
H (-1.774, -0.017, -1.427)
H (-0.862, -1.520, -0.086)
C (1.162, -0.840, 0.516)
C (-1.747, 0.612, -0.523)
O (-2.504, 0.118, 0.470)
H (2.073, 0.616, -0.797)
H (0.039, 1.958, -0.649)
C (-0.075, -0.809, -0.361)
H (0.885, -0.925, 1.573)
H (-2.743, -0.820, 0.353)
H (0.179, -0.927, -1.417)

---

Entry from OMol25: a structure of composition C5H10O (ωB97M-V with the def2-TZVPD basis set).

The frontier orbital gap comes out at 10.750 eV. The energy above the lowest of the compared OMol25 structures with the same formula, charge and spin comes out at 108.10 kJ/mol. Its lowest unoccupied orbital energy is 1.191 eV. The HOMO energy is -0.3513 Eh.

Geometry (Å):
H (0.224, -0.886, -1.362)
H (0.894, 1.268, 0.718)
H (2.881, -0.911, -0.165)
H (-1.981, 0.274, -1.799)
H (-1.191, 0.050, 1.176)
C (-1.208, -0.322, 0.144)
H (2.508, -0.445, 1.520)
H (-1.338, 1.614, -0.840)
C (1.239, 0.570, -0.051)
C (0.217, -0.548, -0.313)
C (-1.903, 0.675, -0.782)
H (-2.913, 0.915, -0.437)
C (2.089, -0.572, 0.516)
O (0.965, -1.465, 0.506)
H (-1.744, -1.279, 0.157)
H (1.627, 1.123, -0.909)

---

Entry from OMol25: an isolated molecule of C5H10O (ωB97M-V with the def2-TZVPD basis set).

The frontier orbital gap comes out at 11.145 eV. The energy above the lowest of the compared OMol25 structures with the same formula, charge and spin comes out at 148.88 kJ/mol. Its lowest unoccupied orbital energy is 1.125 eV. The SMILES is CC(C)[C@H]1CO1. The HOMO energy is -0.3682 Eh.

Geometry (Å):
H (-1.343, 0.407, 2.143)
C (1.626, 0.242, -0.701)
C (-0.686, 0.721, 0.105)
C (-0.124, -1.586, -0.527)
H (2.445, -0.487, -0.674)
C (-1.529, 0.994, 1.246)
H (0.657, -2.353, -0.526)
O (-0.510, 1.942, 0.953)
H (-0.449, -1.445, -1.566)
H (-0.978, -1.972, 0.042)
H (0.696, -0.449, 1.111)
H (1.989, 1.180, -0.268)
H (-2.550, 1.357, 1.141)
C (0.408, -0.276, 0.065)
H (-1.030, 1.299, -0.789)
H (1.378, 0.428, -1.754)

---

Entry from OMol25: a structure of composition C5H10O (ωB97M-V with the def2-TZVPD basis set).

The frontier orbital gap comes out at 9.220 eV. The energy above the lowest of the compared OMol25 structures with the same formula, charge and spin comes out at 499.12 kJ/mol. Its lowest unoccupied orbital energy is 0.566 eV. The HOMO energy is -0.3180 Eh.

Geometry (Å):
C (-0.527, -0.404, 0.730)
H (1.555, -1.233, 1.319)
H (-2.216, -1.556, 0.061)
C (0.820, -0.772, 0.217)
O (1.204, -1.426, -0.848)
H (0.406, 0.971, -1.668)
H (-2.412, 0.194, -0.158)
H (-1.345, -0.738, -1.236)
H (0.949, 1.120, 1.370)
H (-0.293, 2.295, -0.703)
C (-1.693, -0.631, -0.205)
C (0.524, 1.567, -0.758)
H (1.736, -1.628, 0.478)
H (1.467, 2.117, -0.847)
H (-0.731, -0.549, 1.789)
C (0.556, 0.672, 0.459)

---

Entry from OMol25: a cluster of 2 separate species, C5H10O in total (ωB97M-V with the def2-TZVPD basis set).

The frontier orbital gap comes out at 10.003 eV. The energy above the lowest of the compared OMol25 structures with the same formula, charge and spin comes out at 185.06 kJ/mol. Its lowest unoccupied orbital energy is 0.096 eV. The SMILES is C=CC=O.CC. The HOMO energy is -0.3641 Eh.

Geometry (Å):
H (-3.102, -0.081, 0.650)
H (-2.058, 1.253, 0.184)
C (0.698, 0.897, -0.809)
H (-0.195, -0.678, -0.168)
H (-2.486, 0.013, -1.000)
C (1.778, 0.118, -0.856)
H (-1.319, -1.740, 0.524)
H (-0.013, 0.983, -1.626)
H (-0.669, -0.377, 1.478)
H (3.472, -0.690, 0.301)
C (-2.225, 0.176, 0.052)
C (-1.049, -0.688, 0.500)
C (2.518, -0.139, 0.398)
O (2.110, 0.192, 1.493)
H (2.036, -0.456, -1.742)
H (0.440, 1.407, 0.117)

---

Entry from OMol25: an isolated molecule of C5H10O (ωB97M-V with the def2-TZVPD basis set).

The frontier orbital gap comes out at 10.730 eV. The energy above the lowest of the compared OMol25 structures with the same formula, charge and spin comes out at 176.63 kJ/mol. Its lowest unoccupied orbital energy is 1.157 eV. The SMILES is C[C@H]1CCCO1. The HOMO energy is -0.3518 Eh.

Geometry (Å):
H (0.407, 0.930, 1.008)
H (0.820, -1.004, 2.138)
H (1.368, -2.001, 0.753)
C (-0.809, -1.571, 0.742)
H (-1.523, -1.440, 1.555)
C (0.634, -1.245, 1.079)
O (-1.364, -0.388, -0.358)
C (-0.248, 1.829, -1.102)
H (0.134, -0.217, -1.807)
H (-0.960, -2.514, 0.209)
H (0.741, 2.347, -1.070)
H (-0.647, 2.010, -2.092)
C (-0.214, 0.254, -0.860)
C (0.775, 0.211, 0.264)
H (-0.873, 2.314, -0.344)
H (1.766, 0.505, -0.105)